Molecular formula: C41H78FN3O15PS2
Method: DFT, ωB97M-V with the def2-TZVPD basis set

Each atom is followed by the atoms it is bonded to, with distances in Å.
Positions of all 141 atoms, in Å:
1 S -9.69706 -3.52202 0.84536  C30 1.827, C40 1.746
2 S -9.01855 -3.21709 3.65405  C40 1.624
3 P -3.06409 -3.01308 2.02501  F4 1.722, O6 1.757, O13 1.729, C26 1.878, H66 1.433, H80 1.432
4 F -3.23859 -4.50186 1.17837  P3 1.722
5 O 5.85516 -10.41922 7.59172  C29 1.417, C61 1.407
6 O -4.06367 -3.67634 3.30927  P3 1.757, C63 1.363
7 O 4.00373 5.41538 -4.08977  C35 1.423, C41 1.421
8 O 4.14457 -3.82735 1.52910  C39 1.406, C46 1.415
9 O 2.08048 3.83860 -2.25026  C50 1.414, C60 1.414
10 O 2.23293 -1.27674 0.09019  C23 1.412, C59 1.416
11 O 1.95897 9.66361 -7.64992  C51 1.418, C54 1.408
12 O -1.46858 10.47549 -8.22023  C53 1.418, C55 1.408
13 O -4.50178 -2.46989 1.23232  P3 1.729, C33 1.400
14 O 3.89941 -7.83741 6.12634  C37 1.411, C56 1.417
15 O 4.34920 -2.94438 -1.43281  C31 1.426, C57 1.419
16 O 6.01493 -9.52148 4.62143  C36 1.419, C58 1.422
17 O -1.50155 -0.37777 -0.61203  C32 1.214
18 O -0.26250 9.62501 -5.48805  C27 1.420, C28 1.421
19 O 3.47907 7.01152 -1.47746  C34 1.416, C44 1.407
20 N -9.30286 0.87210 1.12188  C42 1.299, C43 1.381
21 N -9.09688 -1.15078 2.00956  C24 1.378, C40 1.394, C42 1.381
22 N -5.80850 -5.21803 2.84224  C63 1.479, H86 1.013, H109 1.012
23 C 1.76058 0.05336 0.09990  O10 1.412, H118 1.093, H123 1.099, H136 1.089
24 C -8.40807 -0.28636 2.83267  N21 1.378, C43 1.355, H99 1.069
25 C -7.25105 -2.55556 -0.21150  C30 1.527, C49 1.542, H83 1.088, H104 1.090
26 C -2.11358 -2.32945 0.55633  P3 1.878, C32 1.505, H71 1.087, H140 1.089
27 C -0.46067 10.90320 -6.07287  O18 1.420, C53 1.513, H87 1.092, H116 1.092
28 C 0.22657 8.60461 -6.34757  O18 1.421, C51 1.512, H77 1.092, H132 1.092
29 C 6.98848 -10.22327 6.76391  O5 1.417, C36 1.513, H128 1.097, H134 1.100
30 C -8.70468 -2.88031 -0.54759  S1 1.827, C25 1.527, H88 1.087, H119 1.085
31 C 2.94553 -3.12996 -1.26417  O15 1.426, C59 1.511, H105 1.091, H129 1.092
32 C -2.12536 -0.84333 0.31923  O17 1.214, C26 1.505, C45 1.503
33 C -5.71917 -2.91209 1.76372  O13 1.400, C49 1.530, C63 1.566, H141 1.097
34 C 3.54811 7.46433 -2.81762  O19 1.416, C41 1.512, H114 1.100, H122 1.098
35 C 4.25475 4.43185 -3.09292  O7 1.423, C60 1.512, H91 1.092, H103 1.092
36 C 6.73943 -9.10976 5.77055  O16 1.419, C29 1.513, H100 1.092, H133 1.092
37 C 3.46735 -6.49430 6.12641  O14 1.411, H73 1.088, H89 1.096, H98 1.096
38 C -4.05992 1.99766 2.86390  C48 1.388, C52 1.391, H137 1.081
39 C 4.18137 -5.03118 2.25493  O8 1.406, H69 1.089, H76 1.098, H84 1.097
40 C -9.22800 -2.52509 2.19995  S1 1.746, S2 1.624, N21 1.394
41 C 3.03609 6.40397 -3.76682  O7 1.421, C34 1.512, H82 1.092, H124 1.092
42 C -9.61825 -0.38141 0.98852  N20 1.299, N21 1.381, H102 1.073
43 C -8.53524 0.93844 2.26826  N20 1.381, C24 1.355, H101 1.072
44 C 4.21378 7.83458 -0.60440  O19 1.407, H92 1.088, H93 1.097, H138 1.097
45 C -2.84194 0.13876 1.20373  C32 1.503, C47 1.392, C62 1.392
46 C 5.29268 -3.65026 0.72038  O8 1.415, C57 1.513, H68 1.097, H108 1.100
47 C -2.09299 0.80201 2.17153  C45 1.392, C48 1.389, H126 1.080
48 C -2.70538 1.72935 3.00471  C38 1.388, C47 1.389, H64 1.080
49 C -6.48340 -3.59646 0.62856  C25 1.542, C33 1.530, H72 1.086, H112 1.083
50 C 0.94923 3.00426 -2.40469  O9 1.414, H65 1.087, H115 1.096, H117 1.094
51 C 1.70757 8.71074 -6.63051  O11 1.418, C28 1.512, H110 1.097, H139 1.099
52 C -4.80598 1.35926 1.87806  C38 1.391, C62 1.388, H120 1.079
53 C -1.70835 10.99450 -6.92303  O12 1.418, C27 1.513, H74 1.097, H79 1.100
54 C 3.32216 10.01100 -7.71608  O11 1.408, H67 1.097, H96 1.088, H135 1.096
55 C -2.66573 10.26259 -8.93056  O12 1.408, H78 1.088, H111 1.096, H131 1.097
56 C 3.83338 -8.41248 4.83266  O14 1.417, C58 1.512, H90 1.097, H95 1.099
57 C 5.06488 -2.53608 -0.27781  O15 1.419, C46 1.513, H70 1.093, H121 1.092
58 C 4.61471 -9.70573 4.79022  O16 1.422, C56 1.512, H94 1.092, H106 1.092
59 C 2.15896 -1.84159 -1.20613  O10 1.416, C31 1.511, H75 1.098, H130 1.098
60 C 3.18151 3.37055 -3.00468  O9 1.414, C35 1.512, H97 1.100, H113 1.097
61 C 5.93091 -11.62628 8.31115  O5 1.407, H85 1.088, H107 1.097, H127 1.097
62 C -4.19475 0.42705 1.05078  C45 1.392, C52 1.388, H125 1.077
63 C -5.38477 -3.81021 3.00232  O6 1.363, N22 1.479, C33 1.566, H81 1.104
64 H -2.11372 2.22808 3.75819  C48 1.080
65 H 0.15115 3.39906 -1.78051  C50 1.087
66 H -1.90800 -3.53436 2.69118  P3 1.433
67 H 3.65094 10.48539 -6.78363  C54 1.097
68 H 5.52509 -4.57881 0.18355  C46 1.097
69 H 3.28468 -5.07696 2.87054  C39 1.089
70 H 6.04211 -2.21575 -0.64782  C57 1.093
71 H -2.56890 -2.76288 -0.33104  C26 1.087
72 H -7.10432 -4.41260 0.98679  C49 1.086
73 H 3.51588 -6.12827 7.14983  C37 1.088
74 H -2.51943 10.43768 -6.43825  C53 1.097
75 H 2.55602 -1.13542 -1.94792  C59 1.098
76 H 5.06330 -5.06863 2.90798  C39 1.098
77 H 0.05978 7.67231 -5.80397  C28 1.092
78 H -2.40304 9.89769 -9.92153  C55 1.088
79 H -2.00428 12.04918 -7.01903  C53 1.100
80 H -2.91466 -1.83891 2.83015  P3 1.432
81 H -5.98054 -3.37253 3.82215  C63 1.104
82 H 2.11484 5.95000 -3.39632  C41 1.092
83 H -7.19524 -1.56260 0.22878  C25 1.088
84 H 4.18417 -5.89499 1.57882  C39 1.097
85 H 5.04838 -11.69089 8.94450  C61 1.088
86 H -5.12557 -5.76988 3.34772  N22 1.013
87 H 0.41956 11.22452 -6.63347  C27 1.092
88 H -9.18226 -1.96274 -0.88134  C30 1.087
89 H 2.43525 -6.41332 5.76803  C37 1.096
90 H 4.24099 -7.71580 4.08916  C56 1.097
91 H 4.43071 4.89218 -2.11889  C35 1.092
92 H 4.08652 7.44539 0.40373  C44 1.088
93 H 5.28139 7.81831 -0.85612  C44 1.097
94 H 4.39902 -10.32201 5.66511  C58 1.092
95 H 2.77950 -8.61380 4.59592  C56 1.099
96 H 3.44430 10.72119 -8.53170  C54 1.088
97 H 3.59478 2.47973 -2.50953  C60 1.100
98 H 4.12355 -5.87912 5.49960  C37 1.096
99 H -7.87981 -0.53073 3.72981  C24 1.069
100 H 7.71009 -8.78367 5.39036  C36 1.092
101 H -8.11351 1.85698 2.62584  C43 1.072
102 H -10.21080 -0.81528 0.20582  C42 1.073
103 H 5.18074 3.94350 -3.40410  C35 1.092
104 H -6.73336 -2.47691 -1.16716  C25 1.090
105 H 2.73392 -3.75283 -0.39367  C31 1.091
106 H 4.29354 -10.25836 3.90503  C58 1.092
107 H 5.94039 -12.48726 7.63194  C61 1.097
108 H 6.14147 -3.38904 1.37011  C46 1.100
109 H -6.70218 -5.32475 3.30559  N22 1.012
110 H 2.23298 8.99667 -5.71038  C51 1.097
111 H -3.28830 9.51032 -8.43226  C55 1.096
112 H -5.71584 -4.04134 0.00763  C49 1.083
113 H 2.85690 3.09685 -4.01660  C60 1.097
114 H 2.92356 8.36517 -2.91233  C34 1.100
115 H 0.61190 2.99984 -3.44789  C50 1.096
116 H -0.58593 11.58367 -5.22791  C27 1.092
117 H 1.17432 1.98144 -2.08845  C50 1.094
118 H 0.72408 0.09840 -0.24485  C23 1.093
119 H -8.81577 -3.60657 -1.34604  C30 1.085
120 H -5.85790 1.56459 1.75541  C52 1.079
121 H 4.58919 -1.67725 0.20038  C57 1.092
122 H 4.58448 7.71569 -3.07747  C34 1.098
123 H 2.39176 0.69251 -0.53287  C23 1.099
124 H 2.80745 6.89339 -4.71562  C41 1.092
125 H -4.73388 -0.11450 0.29173  C62 1.077
126 H -1.03960 0.58588 2.26674  C47 1.080
127 H 6.82553 -11.65420 8.94526  C61 1.097
128 H 7.22330 -11.14789 6.22193  C29 1.097
129 H 2.62398 -3.67756 -2.15231  C31 1.092
130 H 1.10591 -2.04934 -1.43920  C59 1.098
131 H -3.23515 11.19406 -9.03481  C55 1.097
132 H -0.34743 8.55742 -7.27490  C28 1.092
133 H 6.26438 -8.25345 6.25327  C36 1.092
134 H 7.84299 -9.95408 7.40169  C29 1.100
135 H 3.94535 9.13113 -7.91470  C54 1.096
136 H 1.81355 0.41912 1.12434  C23 1.089
137 H -4.54999 2.70488 3.51872  C38 1.081
138 H 3.84926 8.86871 -0.63408  C44 1.097
139 H 2.08301 7.73464 -6.96962  C51 1.099
140 H -1.07860 -2.66846 0.56565  C26 1.089
141 H -6.30257 -2.07110 2.15956  C33 1.097

Properties
- electronic energy (a.u.) = -4139.319503
- total charge = -1
- Kohn-Sham gap (Eh) = 0.242
- E_LUMO (eV) = 1.283